This record from the Open Molecules 2025 dataset describes a 15-piece molecular cluster, C64H171N13O19 overall at a distorted geometry. The level of theory is the ωB97M-V functional and the def2-TZVPD basis.

## Properties
HOMO energy (spin up / spin down) = -9.65 / -9.65 eV
Largest force on an atom = 4.402 eV/Å
LUMO level (spin up / spin down) = -2.53 / -7.22 eV
⟨S²⟩ = 0.755
Charge = +1
Energy = -4681.56555 hartree
Spin multiplicity = 2

Cartesian coordinates (Å):
H: -2.078 5.536 -6.211
O: 5.391 3.097 -2.840
O: -3.080 6.367 -4.673
H: 0.172 -7.565 2.124
C: -2.349 -8.937 0.782
H: 0.713 4.749 -0.444
C: 1.189 -2.539 6.012
H: 1.000 6.496 0.004
H: -5.414 -3.297 -3.523
H: -2.666 5.203 -0.572
C: -0.800 1.172 0.171
H: 1.125 -1.891 -2.373
H: -7.153 0.267 0.766
H: -2.111 1.428 -1.569
H: -5.039 5.975 -4.919
H: -1.910 -4.895 0.650
H: 5.177 2.286 2.533
H: -2.849 0.434 -0.310
H: -0.414 -9.092 1.062
H: -7.075 -3.312 -3.122
H: 7.132 -3.242 -1.747
H: -4.811 -3.944 1.922
C: -2.241 7.061 1.637
H: 3.239 2.721 -1.371
H: -4.357 2.518 0.907
H: 9.700 0.744 2.600
H: -1.456 4.216 0.074
H: 1.047 2.578 -2.173
H: -7.694 -2.687 -5.291
H: -6.006 3.090 2.712
H: 1.311 -3.614 -1.686
H: -0.802 8.003 -1.552
H: 2.702 -5.038 4.096
H: 3.036 -1.121 4.077
C: -3.118 2.682 3.516
C: 1.237 5.676 -0.674
H: -0.474 8.828 -3.103
C: 6.050 -3.127 -1.807
H: 1.539 8.391 -0.862
C: -3.180 -2.524 2.054
H: -1.549 4.713 -3.249
H: 5.311 -5.331 -0.999
C: -2.550 4.317 5.057
C: 5.889 -2.920 5.435
C: -1.240 2.607 -5.100
H: 1.459 4.126 -2.383
C: -6.209 -2.650 -3.153
O: -3.891 -5.001 -7.739
H: 6.498 4.236 0.912
H: 3.865 2.644 0.955
H: -3.653 -9.041 2.472
C: -1.903 0.709 -0.776
H: 2.063 0.685 -2.427
H: -2.894 4.622 6.046
H: -2.831 9.503 1.463
H: -1.886 -6.029 -3.905
C: 3.253 -0.064 4.226
N: 0.957 -8.127 2.422
H: 8.785 0.289 4.050
H: -0.685 5.771 -4.234
H: 5.709 -3.820 -2.576
C: -3.690 -5.206 -6.336
O: -0.230 -3.322 -3.070
H: -0.493 9.737 -1.647
H: 3.901 0.752 -2.572
H: -1.042 7.669 4.010
O: -5.572 -2.010 1.578
C: -7.922 0.732 1.382
H: 2.722 6.782 -2.511
C: -4.339 6.731 -5.274
H: -8.554 1.324 0.719
H: -4.845 -5.942 -9.310
N: 5.178 0.356 2.793
H: 3.208 -0.974 0.998
H: 4.819 -0.704 0.299
H: -0.839 -9.021 -0.449
H: -0.241 9.171 3.602
H: -3.756 -2.540 -1.646
N: 0.350 1.424 -0.650
H: -0.787 8.623 1.139
O: -6.548 -1.558 -4.042
H: -0.906 -3.072 6.022
N: 5.279 3.236 2.203
O: 3.623 -5.453 2.297
H: 3.438 -3.768 -1.340
C: 3.761 -0.834 0.070
C: 2.895 -8.069 3.684
H: 5.227 -0.622 6.027
C: -1.406 8.300 1.976
H: 5.299 -0.613 2.536
H: -1.713 -4.212 -1.947
H: -0.497 -2.444 2.069
C: 0.757 4.265 2.687
H: 3.235 -3.563 0.319
O: -1.193 -6.814 1.268
N: 1.664 3.186 -2.692
H: 5.992 -3.901 4.971
H: -6.554 -1.376 -1.372
H: 1.655 9.461 -3.537
C: 3.243 -4.559 3.280
H: -3.124 4.404 -5.349
H: 1.849 -5.678 1.253
H: -3.005 4.987 4.329
H: 5.788 -2.841 0.358
O: 5.630 -1.915 4.444
H: 4.185 -4.175 3.672
H: 7.226 2.540 -3.207
C: -5.850 -2.136 -1.711
H: 2.280 5.381 -0.557
H: 3.458 -8.676 2.975
C: 5.610 -0.587 5.007
H: 0.784 0.513 -0.706
C: -4.398 -1.660 -1.589
H: -7.144 -1.103 -5.889
H: 3.015 -6.991 1.072
H: 0.620 -8.583 3.258
H: -2.760 6.616 2.486
C: -6.856 -1.991 -5.326
C: -2.182 4.971 0.377
O: 3.431 -1.886 -0.828
C: -2.630 -9.348 2.257
H: 6.600 -0.135 5.072
O: 0.033 -0.991 0.710
N: -0.478 3.798 -4.811
H: -3.129 -6.123 -6.156
H: 7.899 3.514 2.923
C: -0.518 8.193 3.210
H: -3.658 3.450 2.961
H: -2.930 -1.563 2.504
H: 6.835 -2.772 5.956
C: 2.582 -6.287 1.782
C: 4.012 3.600 1.458
C: -1.320 4.887 -4.300
H: -0.279 -0.382 -3.765
O: -1.439 6.056 0.954
H: 3.976 4.539 -3.120
H: 0.610 3.709 3.613
C: 4.739 0.345 4.191
H: -6.418 -2.095 2.025
H: 3.144 4.593 3.164
C: -4.692 -2.922 2.283
N: -1.077 -9.491 0.413
H: -1.591 -0.227 -1.239
H: -1.936 -8.850 2.935
H: 0.891 -1.493 6.083
H: 5.800 -2.082 -1.995
H: 8.620 2.727 1.493
H: 2.778 1.118 -3.868
H: -0.230 -5.312 0.239
H: -2.470 -3.228 -3.954
H: 1.445 7.019 -3.615
C: -6.286 2.490 1.846
H: 0.942 -2.841 1.233
H: -0.286 -5.210 -2.262
H: 0.204 3.582 -4.098
H: 0.076 1.849 -6.574
C: 3.834 -3.184 -0.509
C: 0.661 -2.830 -2.073
O: 7.732 1.418 2.585
H: 2.672 -3.728 2.867
H: -3.066 7.289 0.962
H: 4.760 1.355 4.600
H: -1.121 2.135 0.569
C: 6.404 3.228 1.315
C: 1.276 8.399 -1.919
C: 2.980 3.698 2.565
H: -1.895 2.679 -5.968
C: -0.203 8.766 -2.049
H: -0.578 -5.155 5.039
H: 5.061 -5.249 0.528
H: -0.172 4.151 2.128
H: 6.163 0.572 2.746
N: 5.635 -4.826 -0.187
H: 6.658 3.773 -4.273
O: 0.207 -4.663 5.288
H: 0.922 5.326 2.875
H: 3.409 0.146 -0.253
H: -1.779 2.363 -4.185
O: -7.273 1.570 2.368
H: 2.679 0.564 3.544
N: 1.932 9.513 -2.567
H: -4.692 -5.209 -5.908
N: -6.021 -3.223 -0.790
C: 1.932 -7.170 2.879
H: -5.605 -6.262 -7.766
H: -4.237 -1.186 -0.621
H: -2.559 -3.200 2.642
H: -2.099 -7.178 -0.546
C: -0.036 -3.274 5.397
H: -5.189 1.073 0.493
O: 0.911 5.959 -2.029
H: -2.639 -10.435 2.344
H: -3.702 -3.166 -5.905
H: -4.686 7.733 -5.026
H: 0.078 -2.548 -1.196
H: 5.003 -2.895 6.070
H: -1.486 -1.356 -4.513
N: -2.719 -4.130 -4.335
C: -0.936 -4.440 -2.676
C: -2.283 -7.395 0.506
H: 2.885 0.263 5.198
H: -0.238 -2.870 4.406
H: 2.320 -8.611 4.435
C: 4.126 3.476 -3.306
H: -3.374 0.524 3.995
H: -1.462 4.334 4.991
H: -3.245 -6.989 0.819
H: 6.068 2.112 -4.569
H: -4.272 6.778 -6.361
C: 6.364 2.832 -3.807
C: -5.000 1.746 1.329
O: -2.997 3.004 4.904
C: -3.937 1.338 3.539
C: 1.663 7.036 -2.548
H: -4.861 -2.882 3.359
C: -1.000 -5.377 1.008
C: -4.642 -6.110 -8.253
H: 1.035 -1.652 2.452
O: -0.697 0.172 -5.738
H: 3.948 3.375 -4.377
H: -3.108 -9.375 0.134
H: 0.347 7.610 2.893
H: -2.147 2.525 3.045
H: -7.005 -3.440 -0.716
N: -2.202 9.433 2.251
C: 3.013 2.766 -2.437
H: -1.624 10.261 2.239
H: -4.804 1.401 4.196
C: -2.453 5.254 -5.227
H: -2.954 4.601 1.051
H: 3.678 -7.458 4.135
N: -4.366 0.791 2.243
H: 1.357 -6.500 3.519
C: -1.602 -4.978 -3.956
H: -2.076 -3.609 -6.349
C: -1.130 -0.328 -4.444
C: -2.948 -3.945 -5.788
H: 0.719 1.644 -5.046
C: 7.745 2.771 2.140
H: 9.453 1.917 3.784
H: -0.559 -4.891 1.879
C: 8.945 1.076 3.313
H: -6.701 3.125 1.064
H: 0.842 1.935 0.068
H: -2.827 -2.630 1.029
H: -4.111 -0.986 -2.397
H: -4.041 -7.017 -8.315
H: -5.776 -2.887 0.130
H: -1.311 0.036 1.998
O: 1.764 3.661 1.920
H: -1.904 0.257 -3.947
C: -0.469 0.195 1.324
H: 1.412 10.314 -2.239
H: 1.349 -2.841 7.047
H: 2.958 2.794 3.174
H: 6.202 2.527 0.505
H: 4.082 4.421 0.745
H: -4.715 -0.156 2.219
H: 2.130 -2.731 5.498
C: -0.227 1.533 -5.576
H: 0.313 0.632 1.945
H: -8.498 -0.016 1.926
H: -0.801 -4.893 -4.691
H: -5.961 -2.483 -5.706
C: 0.395 -1.989 1.637
C: 2.940 1.217 -2.795
C: 5.381 -3.459 -0.441